Entry 1:
{
  "formula": "C2H13NO4",
  "method": "ωB97M-V/def2-TZVPD",
  "e_above_lowest_kj_mol": 212.88,
  "smiles": "NCCO.O.O.O",
  "e_tot_ha": -439.6417,
  "lumo_energy_ev": 0.64,
  "species": ["O", "O", "O", "O", "N", "C", "C", "H", "H", "H", "H", "H", "H", "H", "H", "H", "H", "H", "H", "H"],
  "coordinates": [[-2.1163, 1.0515, -2.0275], [0.3392, -1.0965, -0.1606], [-2.1120, 0.1857, 0.6383], [-0.6640, -0.9570, 2.8195], [1.5346, 1.3118, 0.0004], [1.7739, -1.0426, -0.6417], [1.9225, 0.3935, -1.1080], [-2.0132, -0.8185, 0.3473], [0.5610, -1.0958, 0.7734], [1.1946, 2.1019, -0.3106], [2.9982, 0.6472, -1.4971], [-1.5348, -0.8289, 2.6338], [2.2909, 1.5415, 0.6129], [2.4629, -1.4056, 0.1348], [1.8745, -1.7781, -1.4446], [-0.4532, -0.3848, 3.4905], [1.2715, 0.6057, -2.0097], [-1.1778, 0.5065, 0.3196], [-1.2471, 0.8866, -1.5260], [-2.7227, 1.2648, -1.1859]],
  "atomic_forces_ev_per_a": [[0.1, 0.7, 3.8], [2.6, -0.8, -0.3], [2.6, -2.2, -1.6], [3.3, -2.9, -1.4], [1.8, -5.2, 1.0], [-2.1, -0.1, -0.6], [1.7, 1.5, -0.7], [-0.4, 3.1, 0.7], [-1.1, 0.1, 0.7], [-2.2, 5.0, -2.1], [-1.6, -0.7, 0.7], [-3.8, 0.8, -1.1], [0.5, -0.1, 0.2], [-0.2, 0.6, 0.1], [-0.1, 0.3, -0.2], [0.8, 2.1, 2.5], [0.4, -0.5, 1.2], [-2.3, -0.9, 1.3], [-1.8, 0.2, -1.5], [1.8, -0.9, -2.8]]
}

---

Entry 2:
{
  "formula": "C5H20CuN12O11",
  "method": "ωB97M-V/def2-TZVPD",
  "e_above_lowest_kj_mol": 0.00,
  "e_tot_ha": -3327.6757,
  "lumo_energy_ev": [-0.03, -1.26],
  "multiplicity": 2,
  "species": ["Cu", "O", "O", "O", "O", "O", "O", "O", "O", "O", "O", "O", "N", "N", "N", "N", "N", "N", "N", "N", "N", "N", "N", "N", "C", "C", "C", "C", "C", "H", "H", "H", "H", "H", "H", "H", "H", "H", "H", "H", "H", "H", "H", "H", "H", "H", "H", "H", "H"],
  "coordinates": [[-0.2424, 0.2652, 0.1550], [-0.7924, 2.1527, 1.2757], [0.2290, -1.0634, -1.2966], [-0.1991, -2.1862, 1.0815], [1.5707, 1.3587, -0.3910], [-2.3647, -0.1542, 0.5503], [0.9148, 0.1145, 1.9506], [-1.1312, 1.2777, -1.5805], [-4.2677, 0.8535, 0.3589], [0.5192, 3.4524, 2.4306], [-1.5496, 3.9705, 2.1049], [-4.1654, -1.0850, 1.2899], [0.0169, -4.3971, 1.5298], [1.8838, -2.6123, -1.2916], [2.2392, 3.5031, -0.1355], [1.8903, 1.4646, 3.4826], [-0.6208, 3.2141, 1.9060], [-3.3171, 1.3436, -2.1404], [-3.6145, -0.1316, 0.7234], [-1.6750, 1.2655, -3.7832], [2.5150, 2.3930, -2.1607], [0.6039, -2.2336, -3.1861], [-2.0847, -3.4108, 1.4066], [2.4998, -0.7804, 3.2973], [2.0904, 2.3742, -0.8614], [1.7438, 0.2792, 2.8333], [0.8748, -1.9176, -1.8766], [-2.0043, 1.2905, -2.4464], [-0.7416, -3.2551, 1.3528], [-2.4867, -4.2743, 1.7189], [2.1942, -2.3730, -0.3690], [0.8723, -3.1288, -3.5459], [2.1903, 1.6314, -2.7277], [3.2882, -0.6218, 3.8932], [2.3103, -1.6726, 2.8858], [-0.7471, 1.0303, -4.0740], [2.6731, 4.3314, -0.4975], [-0.0475, -1.6366, -3.6569], [-2.3844, 1.2430, -4.4924], [2.5759, 1.5171, 4.2113], [-0.3628, -5.2738, 1.8251], [2.4231, -3.2454, -1.8510], [1.4336, 2.2867, 3.0912], [1.0019, -4.2165, 1.5340], [2.7383, 3.2456, -2.6388], [-3.5907, 1.3050, -1.1563], [-3.9933, 1.5492, -2.8516], [-2.6808, -2.5816, 1.3426], [1.7708, 3.5390, 0.7801]],
  "atomic_forces_ev_per_a": [[-0.1, 1.0, 0.5], [-0.3, -0.3, -0.8], [-0.4, 0.8, 0.0], [0.2, -0.6, 0.3], [0.5, 0.1, -0.3], [-0.1, -0.5, -0.1], [-0.1, -0.5, -0.5], [0.7, -0.1, -0.2], [-0.1, 0.0, -0.1], [0.0, 0.5, -0.8], [0.1, 0.2, -0.2], [0.2, -0.1, -0.2], [-0.1, 0.6, -0.2], [-0.2, -0.1, -0.5], [-0.2, -0.2, 0.5], [0.7, -1.4, -0.1], [0.0, -0.4, 0.9], [0.6, 0.1, -0.7], [0.3, 0.0, 0.6], [-0.3, 0.1, -0.2], [0.3, -0.1, -0.1], [0.5, 0.2, 0.7], [0.0, 0.2, 0.0], [-0.3, 0.6, -0.3], [-0.8, 0.0, 0.2], [-0.2, 0.4, 0.8], [0.3, -0.5, 0.2], [-0.4, 0.0, 0.5], [-0.3, 0.2, -0.4], [-0.1, 0.0, 0.0], [-0.3, 0.1, 0.1], [-0.1, 0.1, -0.3], [0.0, -0.1, 0.1], [0.1, -0.2, 0.0], [0.1, -0.1, 0.0], [0.2, 0.1, 0.3], [-0.1, 0.0, -0.1], [-0.3, -0.3, -0.1], [-0.1, -0.1, 0.1], [0.0, 0.2, 0.1], [0.1, -0.1, 0.1], [0.2, 0.0, 0.1], [-0.3, 0.2, -0.1], [0.1, -0.3, 0.1], [-0.1, 0.1, 0.1], [-0.1, 0.1, 0.2], [-0.1, -0.1, 0.1], [0.1, -0.1, 0.0], [0.2, -0.1, -0.4]]
}

---

Entry 3:
{
  "formula": "CaH6N4O15",
  "method": "ωB97M-V/def2-TZVPD",
  "e_tot_ha": -2028.5247,
  "lumo_energy_ev": [2.03, -2.74],
  "total_charge": -1,
  "multiplicity": 2,
  "species": ["Ca", "O", "O", "O", "O", "O", "O", "O", "O", "O", "O", "O", "O", "O", "O", "O", "N", "N", "N", "N", "H", "H", "H", "H", "H", "H"],
  "coordinates": [[-0.1652, -0.3613, -0.0726], [3.7802, -1.3192, -1.6492], [-0.0691, -0.3432, -2.5073], [-2.3246, 0.2112, -0.6975], [-2.3016, -3.7916, 0.2829], [-0.1836, 3.3172, -1.2440], [-0.8807, -2.6271, -0.7550], [1.8142, 3.5274, -0.8202], [-0.4959, 2.0064, 3.4009], [3.5029, -2.7534, -0.2280], [2.0499, -1.2527, -0.4024], [-1.1264, 1.6775, 1.4201], [0.8354, -0.2592, 2.0300], [-2.2878, 2.8263, 2.6285], [0.9446, 1.6280, -0.8230], [-1.1878, -2.1913, 1.2615], [-1.2686, 2.1947, 2.4787], [0.8525, 2.8226, -1.0433], [3.1292, -1.7605, -0.7423], [-1.4360, -2.9249, 0.3046], [1.6861, -0.4190, 2.4387], [-2.6609, 0.5464, -1.5286], [0.7577, 0.0530, -2.7823], [0.4097, 0.3784, 2.6032], [-3.0591, -0.2715, -0.3185], [-0.3153, -0.9142, -3.2350]],
  "atomic_forces_ev_per_a": [[0.8, -1.2, 0.5], [1.1, 2.5, -2.6], [-0.2, 0.4, -0.3], [-0.5, 0.0, -0.2], [0.1, -0.5, 1.1], [-4.1, 1.8, -1.7], [1.4, 0.5, -2.0], [1.9, 0.8, -0.4], [1.8, -0.4, 1.3], [0.9, -3.7, 2.9], [-1.9, 1.6, 0.6], [1.8, -2.6, -5.1], [0.3, -0.1, 0.1], [-1.7, 1.9, 0.9], [0.6, -1.6, -0.5], [0.0, 0.6, 2.0], [-1.8, 0.8, 2.6], [1.6, -0.7, 2.7], [-0.5, 0.0, -0.9], [-1.8, -0.2, -1.4], [0.3, -0.3, -0.3], [0.1, 0.2, -0.3], [0.5, 0.1, 0.1], [-0.4, 0.7, 0.5], [-0.2, -0.2, 0.4], [-0.2, -0.4, 0.1]]
}

---

Entry 4:
{
  "formula": "C3H5N3O",
  "method": "ωB97M-V/def2-TZVPD",
  "e_above_lowest_kj_mol": 111.17,
  "smiles": "OCc1nc[nH]n1",
  "e_tot_ha": -356.8150,
  "lumo_energy_ev": 0.84,
  "species": ["O", "N", "N", "N", "C", "C", "C", "H", "H", "H", "H", "H"],
  "coordinates": [[-2.1220, 1.0558, 0.4376], [1.7152, 0.2132, -0.8899], [0.4106, 0.3813, -1.1695], [0.6831, -0.7831, 0.7479], [-0.1755, -0.2332, -0.1560], [-1.6661, -0.2107, -0.0014], [1.8622, -0.4851, 0.2496], [2.8258, -0.7455, 0.6676], [-1.9583, -0.9346, 0.7617], [2.4174, 0.5755, -1.5150], [-1.7223, 1.7113, -0.1483], [-2.1377, -0.4958, -0.9529]],
  "atomic_forces_ev_per_a": [[0.1, 0.2, -0.1], [0.2, 0.0, 0.0], [-0.1, -0.2, 0.2], [0.1, 0.1, -0.2], [-0.1, 0.1, 0.0], [0.0, -0.4, 0.0], [0.0, 0.0, 0.0], [-0.1, 0.0, -0.1], [0.1, 0.1, -0.1], [-0.1, 0.0, 0.1], [-0.1, 0.0, 0.1], [0.1, 0.1, 0.1]]
}

---

Entry 5:
{
  "formula": "C7H13OPS2",
  "method": "ωB97M-V/def2-TZVPD",
  "e_above_lowest_kj_mol": 0.00,
  "smiles": "C=CP1(=O)SCCS1.C=CC",
  "e_tot_ha": -1487.4387,
  "lumo_energy_ev": 0.28,
  "species": ["S", "S", "P", "O", "C", "C", "C", "C", "C", "C", "C", "H", "H", "H", "H", "H", "H", "H", "H", "H", "H", "H", "H", "H"],
  "coordinates": [[-3.2512, -0.6971, -0.7328], [-1.2628, 1.0197, 0.9865], [-1.7829, -0.9516, 0.6441], [-2.2096, -1.7519, 1.8158], [0.2024, -2.8114, 0.0979], [-2.7895, 0.9589, -1.2785], [-0.3821, -1.6817, -0.3219], [2.4056, 0.3191, 0.7576], [-2.4498, 1.8657, -0.0680], [3.5302, 0.2153, 1.4850], [2.2912, 0.8049, -0.6362], [-2.0305, 2.7870, -0.2382], [2.9538, 1.5661, -1.0594], [4.4963, 0.1316, 1.0110], [2.4008, -0.0275, -1.4778], [3.5355, 0.0083, 2.6527], [1.3235, 0.0624, 1.0976], [-0.0042, -1.0346, -1.0584], [-3.2849, 2.0273, 0.4878], [-3.6275, 1.4920, -1.7612], [-1.9381, 0.8968, -1.9986], [1.3186, 1.2233, -0.7184], [-0.4530, -3.2153, 0.8066], [1.0081, -3.2072, -0.4933]],
  "atomic_forces_ev_per_a": [[-1.3, 0.4, -0.9], [0.9, 0.3, 0.6], [0.9, -1.3, 0.3], [0.3, 0.1, -0.5], [-1.3, 2.1, -1.9], [0.7, 1.6, -0.4], [-0.2, 0.0, 1.9], [-0.8, -0.4, 1.0], [1.0, -3.4, -0.9], [-1.2, -1.1, 2.2], [1.0, -1.7, -3.0], [1.1, 2.1, -1.2], [0.4, 0.0, 0.9], [0.2, 0.8, -0.1], [-0.5, 1.2, 1.8], [-0.2, 0.2, -2.7], [2.3, 0.6, 0.3], [0.5, 0.6, -1.1], [-2.6, 0.3, 1.6], [0.1, -0.8, -0.1], [-0.6, 0.1, 0.6], [-1.0, 0.3, -0.4], [0.2, -1.7, 1.5], [0.3, -0.6, 0.5]]
}

---

Entry 6:
{
  "formula": "C9H11NO3",
  "method": "ωB97M-V/def2-TZVPD",
  "e_above_lowest_kj_mol": 821.95,
  "e_tot_ha": -629.7453,
  "lumo_energy_ev": -2.34,
  "species": ["O", "O", "O", "N", "C", "C", "C", "C", "C", "C", "C", "C", "C", "H", "H", "H", "H", "H", "H", "H", "H", "H", "H", "H"],
  "coordinates": [[-1.4772, 2.5425, -1.8097], [1.0969, 2.5021, -2.6214], [-1.7860, -1.1242, 0.9964], [1.6723, -1.7781, 2.4161], [0.2757, -1.2689, 2.3452], [0.6978, 1.6396, -1.6693], [0.2090, -0.4336, -0.1004], [-0.3782, -1.4255, 0.9155], [1.4691, -0.5108, -0.6454], [-0.6591, 1.5208, -1.4177], [-0.8481, 0.4858, -0.5200], [-2.2375, -0.1002, 0.0467], [1.5743, 0.5063, -1.5595], [2.0389, -0.9558, 1.7620], [-3.0254, -0.3196, -0.7862], [-2.9388, 0.7536, 0.5734], [-0.2528, -1.9964, 2.9449], [0.1112, -0.3073, 3.0713], [2.1185, -1.3550, -0.3351], [1.9369, -1.3766, 3.4799], [-0.0226, -2.4453, 0.7426], [0.4060, 3.1638, -2.7073], [2.4793, 0.6489, -2.2518], [-2.4604, 1.6341, -2.8700]],
  "atomic_forces_ev_per_a": [[-2.6, -3.9, -2.6], [0.6, 1.1, 0.0], [-0.7, 0.0, -1.2], [1.0, 5.0, 1.0], [-1.8, 0.3, 2.6], [1.2, -2.7, -2.9], [-3.7, -0.1, 0.8], [1.3, 2.6, 0.9], [-1.3, 0.2, 0.2], [1.0, 0.8, 2.2], [-1.7, -3.1, 1.8], [0.2, 2.7, 0.3], [3.2, 2.5, -1.4], [0.5, -2.2, 1.9], [1.8, -0.9, 1.1], [2.2, -2.0, -0.4], [-0.7, -0.3, 0.1], [0.2, -1.4, -2.6], [-0.1, 0.9, -0.9], [-0.3, -1.6, -3.7], [-1.0, -0.3, -0.8], [-0.2, 0.2, -0.2], [-1.2, -0.4, 1.3], [2.3, 2.6, 2.6]]
}

---

Question: What is the formula in the first record?
Answer: C2H13NO4